Formula: C5H8N2
Source: the OMol25 dataset
Level of theory: ωB97M-V/def2-TZVPD

Structure (XYZ):
```
15
Properties=species:S:1:pos:R:3:forces:R:3
C 1.87703 0.79943 2.20925 -0.19 -0.26 -0.02
N 1.21755 0.58878 0.20977 0.05 0.14 0.17
C -0.12137 0.85197 0.02230 -0.05 -0.06 -0.01
C -0.65067 -0.20225 -0.66054 0.08 0.12 0.08
C -2.06374 -0.42034 -1.10716 -0.05 0.00 -0.01
C 0.47303 -1.06455 -0.87252 0.11 -0.03 -0.01
N 1.58582 -0.58258 -0.37446 -0.23 -0.09 -0.06
H 1.93605 1.28877 0.39838 -0.06 -0.01 -0.12
H 2.28124 -0.23146 2.19724 -0.06 0.17 -0.01
H 0.86054 0.67226 2.63132 0.12 0.00 -0.10
H -0.57019 1.75463 0.41491 0.08 -0.13 -0.07
H -2.12282 -0.49489 -2.19881 0.02 0.01 0.16
H -2.70769 0.40647 -0.79403 0.11 -0.12 -0.03
H -2.47821 -1.34546 -0.69233 0.08 0.13 -0.04
H 0.48344 -2.02078 -1.38332 0.00 0.13 0.09
```
Forces are in eV/Å.

Computed properties:
Calculated total energy   -304.65466 Ha
LUMO level   0.16 eV
Charge   0
ΔE to the lowest compared entry with this formula, charge and spin   474.77 kJ/mol